Record 1
5 unconnected molecules or ions with the total composition C11H27BF4NO7. Source: the OMol25 dataset; level of theory: ωB97M-V with the def2-TZVPD basis set.

Values from the calculation:
* total charge: -2
* multiplicity: 2
* gap between HOMO and LUMO (spin up / spin down): 1.664 / 5.792 eV
* ⟨S²⟩: 0.751

Element x y z (Å)
N 1.779 0.145 -0.678
H 2.609 -0.264 -1.082
H 1.936 0.536 0.239
H 1.146 -0.631 -0.548
H 1.405 0.846 -1.302
C -2.395 2.098 -1.295
C -1.086 1.814 -2.024
C -1.356 2.157 -3.462
O 0.123 2.295 -1.511
H -2.347 1.832 -0.239
H -3.263 1.617 -1.745
H -2.433 3.186 -1.250
H -0.981 0.738 -2.163
H -0.612 1.764 -4.154
H -1.493 3.228 -3.607
H -2.277 1.751 -3.882
B 4.837 -0.294 -1.546
F 4.333 -0.977 -0.529
F 3.992 -0.546 -2.573
F 4.813 1.034 -1.354
F 6.105 -0.746 -1.795
C -2.002 0.867 2.344
C -0.557 0.897 1.917
O 0.129 1.763 2.817
C 1.469 1.920 2.729
O 2.150 1.300 1.896
O 1.855 2.902 3.473
C 3.222 3.293 3.533
H -2.626 0.307 1.647
H -2.499 1.838 2.346
H -2.158 0.362 3.297
H -0.532 1.504 1.012
H -0.191 -0.129 1.886
H 3.528 3.849 2.647
H 3.763 2.375 3.763
H 3.367 3.941 4.397
C -0.929 -4.146 1.672
C -0.613 -4.426 0.187
O -1.427 -3.535 -0.602
C -1.184 -2.208 -0.670
O -0.232 -1.682 -0.136
O -2.117 -1.593 -1.282
C -3.243 -2.206 -1.949
H -1.327 -3.153 1.878
H -0.010 -4.053 2.250
H -1.512 -4.983 2.055
H -0.916 -5.419 -0.144
H 0.424 -4.247 -0.098
H -2.987 -3.129 -2.468
H -3.590 -1.415 -2.614
H -4.092 -2.375 -1.286

Record 2
8 unconnected molecules or ions with the total composition C11H27Br6N5O10. Source: the OMol25 dataset; level of theory: ωB97M-V with the def2-TZVPD basis set.

Values from the calculation:
* structure (SMILES): C[N+](=O)[O-].C[N+](=O)[O-].C[N+](=O)[O-].C[N+](=O)[O-].C[N+](=O)[O-].BrCCBr.BrCCBr.BrCCBr
* energy above the lowest of the compared OMol25 structures with the same formula, charge and spin: 0.000 eV
* gap between HOMO and LUMO: 8.979 eV

Element x y z (Å)
C 3.143 2.564 1.802
N 4.252 3.110 0.960
O 4.668 4.214 1.260
O 4.630 2.441 0.023
H 3.424 2.659 2.844
H 2.993 1.528 1.517
H 2.273 3.168 1.559
C -0.048 -1.600 -5.246
N 0.675 -1.433 -6.541
O 0.006 -1.283 -7.544
O 1.887 -1.462 -6.501
H -0.032 -2.650 -4.972
H -1.059 -1.237 -5.388
H 0.481 -1.022 -4.496
C -2.787 0.947 3.809
N -2.033 -0.196 3.254
O -0.831 -0.055 3.104
O -2.646 -1.206 2.989
H -3.625 0.536 4.364
H -3.162 1.539 2.977
H -2.138 1.518 4.462
C -1.694 4.406 2.965
N -1.961 3.713 1.661
O -1.042 3.132 1.137
O -3.092 3.775 1.227
H -1.557 5.457 2.723
H -0.836 3.951 3.438
H -2.608 4.323 3.548
C 0.406 0.944 -0.366
N 0.957 -0.201 -1.134
O 0.194 -0.784 -1.888
O 2.097 -0.529 -0.908
H 1.231 1.428 0.134
H -0.325 0.490 0.291
H -0.081 1.610 -1.070
Br 2.974 -2.918 -3.722
C 4.126 -2.627 -2.192
C 5.427 -3.347 -2.411
Br 6.637 -3.019 -0.951
H 3.582 -2.976 -1.320
H 4.255 -1.554 -2.069
H 5.948 -3.066 -3.319
H 5.261 -4.422 -2.435
Br 0.112 -5.436 0.772
C -0.207 -3.795 1.790
C 0.544 -2.652 1.184
Br 2.434 -2.705 1.605
H 0.142 -4.011 2.793
H -1.279 -3.634 1.756
H 0.199 -1.700 1.590
H 0.415 -2.613 0.104
Br -6.066 0.086 2.058
C -5.980 0.517 0.177
C -4.745 1.296 -0.198
Br -3.096 0.357 0.193
H -6.852 1.141 -0.024
H -6.112 -0.400 -0.388
H -4.742 2.262 0.292
H -4.737 1.419 -1.279

Record 3
A molecular structure, C11H27Cl2FN2O8PV. Source: the OMol25 dataset; level of theory: ωB97M-V with the def2-TZVPD basis set.

Values from the calculation:
* energy above the lowest of the compared OMol25 structures with the same formula, charge and spin: 7.538 eV
* gap between HOMO and LUMO: 4.593 eV

Element x y z (Å)
O 2.276 -1.825 -1.013
V 1.638 -0.519 -0.434
O 2.813 0.541 -0.561
F -1.545 -1.976 0.622
C 1.996 -2.186 5.459
C 3.064 -1.269 4.865
O 3.270 -1.284 3.621
N 3.711 -0.381 5.678
C 4.629 0.588 5.112
H 0.987 -1.783 5.372
H 2.247 -2.294 6.514
H 2.029 -3.160 4.970
H 3.759 -0.432 6.686
H 4.349 0.885 4.101
H 5.651 0.237 4.970
H 4.570 1.511 5.688
C 1.688 0.832 -5.843
C 0.608 -0.025 -5.198
O 0.099 0.330 -4.107
N 0.100 -0.976 -5.966
C -1.005 -1.827 -5.614
H 1.359 1.503 -6.637
H 2.461 0.205 -6.287
H 2.139 1.494 -5.104
H 0.627 -1.243 -6.785
H -1.009 -2.707 -6.259
H -1.952 -1.293 -5.684
H -0.871 -2.128 -4.575
C -2.752 3.968 4.015
O -2.528 4.771 2.909
P -2.311 4.237 1.410
O -1.231 3.245 1.197
O -3.828 3.666 1.064
C -4.946 4.536 1.153
O -2.212 5.573 0.518
C -2.064 5.512 -0.881
H -2.196 4.202 4.923
H -2.551 2.906 3.873
H -3.802 4.030 4.301
H -4.542 5.510 1.429
H -5.711 4.159 1.832
H -5.464 4.728 0.214
H -3.038 5.244 -1.289
H -1.284 4.815 -1.186
H -1.749 6.497 -1.225
Cl -1.239 -8.622 -1.631
C -0.039 -7.317 -1.515
C 0.677 -7.022 -2.867
Cl 1.552 -8.508 -3.494
H 0.781 -7.576 -0.845
H -0.514 -6.437 -1.080
H 1.389 -6.198 -2.826
H -0.085 -6.733 -3.590

Record 4
A single C11H27NO6P2 molecule. Source: the OMol25 dataset; level of theory: ωB97M-V with the def2-TZVPD basis set.

Values from the calculation:
* structure (SMILES): C[C@H](CCN(CP(=O)(O)O)CP(=O)(O)O)CC(C)(C)C
* energy above the lowest of the compared OMol25 structures with the same formula, charge and spin: 0.000 eV
* gap between HOMO and LUMO: 9.463 eV

Element x y z (Å)
C -0.569 -3.266 -0.610
C -0.098 -2.080 0.322
C 0.166 -0.720 -0.414
C -1.010 0.233 -0.446
N -0.640 1.618 -0.802
C -0.497 2.576 0.319
P 0.344 2.191 1.892
O 0.084 3.131 2.959
O -0.068 0.846 2.546
O 1.900 2.165 1.674
C -1.003 2.233 -2.075
P -0.103 1.734 -3.504
O -0.775 0.575 -4.131
O -0.026 2.848 -4.634
O 1.349 1.363 -3.095
C 1.115 -2.309 1.234
C 1.117 -3.548 2.238
C -0.315 -3.812 2.871
C 2.140 -3.369 3.422
C 1.331 -4.826 1.547
H 0.277 -3.630 -1.172
H -1.421 -2.884 -1.198
H -1.037 -4.142 -0.129
H -0.971 -1.929 0.996
H 0.522 -1.021 -1.394
H 0.877 -0.110 0.180
H -1.632 0.239 0.508
H -1.535 -0.133 -1.329
H -1.557 2.901 0.726
H 0.037 3.444 -0.046
H -0.178 1.173 3.402
H 2.206 3.099 1.619
H -2.053 1.962 -2.279
H -0.886 3.317 -2.034
H 0.187 2.438 -5.420
H 1.105 0.644 -2.379
H 1.988 -2.240 0.631
H 1.228 -1.437 1.793
H -1.242 -3.635 2.247
H -0.497 -3.181 3.750
H -0.471 -4.843 3.298
H 3.113 -3.022 2.942
H 1.818 -2.515 4.012
H 2.256 -4.240 4.011
H 1.889 -4.630 0.647
H 2.005 -5.422 2.130
H 0.402 -5.384 1.171

Record 5
7 unconnected molecules or ions with the total composition C11H28BFN6O12. Source: the OMol25 dataset; level of theory: ωB97M-V with the def2-TZVPD basis set.

Values from the calculation:
* structure (SMILES): C[N+](=O)[O-].C[N+](=O)[O-].C[N+](=O)[O-].C[N+](=O)[O-].C[N+](=O)[O-].C[N+](=O)[O-].C=CCBCCF
* gap between HOMO and LUMO: 8.061 eV

Element x y z (Å)
C 1.623 -1.931 0.141
N 2.414 -0.674 0.047
O 2.545 -0.171 -1.075
O 2.880 -0.228 1.102
H 1.276 -2.206 -0.857
H 2.279 -2.704 0.548
H 0.777 -1.739 0.804
C -5.902 1.970 1.129
N -5.738 3.423 1.404
O -5.968 4.205 0.474
O -5.385 3.738 2.546
H -6.214 1.840 0.091
H -4.936 1.491 1.304
H -6.664 1.589 1.812
C 5.979 -3.513 1.707
N 4.742 -4.093 1.117
O 3.747 -4.165 1.847
O 4.806 -4.459 -0.062
H 5.779 -3.235 2.744
H 6.758 -4.276 1.655
H 6.244 -2.633 1.117
C -1.640 -2.089 -4.566
N -1.236 -2.190 -3.138
O -0.052 -1.957 -2.866
O -2.118 -2.501 -2.329
H -0.768 -1.809 -5.161
H -2.018 -3.066 -4.871
H -2.415 -1.323 -4.635
C 8.028 0.654 2.055
N 7.588 -0.759 1.906
O 6.645 -1.136 2.612
O 8.203 -1.451 1.086
H 7.403 1.142 2.806
H 9.073 0.643 2.371
H 7.913 1.139 1.084
C -5.609 -2.239 3.423
N -5.738 -1.006 2.601
O -6.861 -0.495 2.520
O -4.708 -0.586 2.060
H -6.587 -2.493 3.836
H -5.249 -3.036 2.768
H -4.895 -2.029 4.222
C 1.535 2.640 -0.864
C 0.828 2.245 -2.114
C -0.252 3.334 -2.778
B -1.310 3.684 -1.524
C -2.824 3.039 -1.398
C -2.633 1.393 -1.182
F -2.670 0.798 -2.568
H 2.082 1.852 -0.164
H 1.555 3.786 -0.558
H 0.990 1.192 -2.600
H 0.355 4.276 -3.127
H -0.833 2.840 -3.696
H -0.920 4.411 -0.658
H -3.384 3.491 -0.465
H -3.410 3.213 -2.416
H -3.530 1.045 -0.515
H -1.579 1.117 -0.750

Record 6
A molecular structure, C11H29AlN2O3P. Source: the OMol25 dataset; level of theory: ωB97M-V with the def2-TZVPD basis set.

Values from the calculation:
* total charge: -1
* gap between HOMO and LUMO: 6.079 eV

Element x y z (Å)
C 8.275 -0.774 0.514
C 8.012 -0.195 -0.870
C 6.765 0.712 -1.015
C 6.168 1.300 0.259
C 5.310 0.381 1.165
Al 4.369 -1.231 0.350
P 2.340 -0.419 -0.624
O 2.124 -0.912 -2.045
H 7.410 -1.353 0.829
H 9.127 -1.450 0.478
H 8.421 0.000 1.263
H 8.891 0.358 -1.205
H 7.910 -1.034 -1.558
H 6.014 0.184 -1.595
H 7.067 1.561 -1.635
H 5.532 2.128 -0.064
H 6.963 1.772 0.842
H 5.946 -0.013 1.959
H 4.565 1.009 1.658
H 5.248 -1.943 -0.802
H 4.076 -2.368 1.468
H 1.226 -0.705 0.222
H 2.372 1.010 -0.624
C -1.872 -1.457 0.345
C -2.107 -0.820 1.693
O -1.411 -1.057 2.665
N -3.152 0.051 1.791
C -4.081 0.459 0.752
H -1.009 -2.111 0.405
H -2.742 -2.048 0.051
H -1.676 -0.697 -0.412
H -3.259 0.445 2.711
H -4.009 1.540 0.598
H -5.100 0.209 1.041
H -3.858 -0.042 -0.182
C -8.342 0.349 0.639
C -7.604 -0.162 -0.576
O -6.754 -1.032 -0.496
N -7.916 0.393 -1.779
C -8.885 1.433 -2.066
H -7.981 -0.188 1.510
H -8.162 1.416 0.781
H -9.415 0.179 0.540
H -7.385 0.011 -2.546
H -9.640 1.064 -2.763
H -8.391 2.295 -2.516
H -9.382 1.755 -1.157

Record 7
8 unconnected molecules or ions with the total composition C11H29Cl4F6N3O7S. Source: the OMol25 dataset; level of theory: ωB97M-V with the def2-TZVPD basis set.

Values from the calculation:
* total charge: -1
* multiplicity: 2
* gap between HOMO and LUMO (spin up / spin down): 1.789 / 6.531 eV
* ⟨S²⟩: 0.753

Element x y z (Å)
N 2.542 -2.518 -4.019
H 1.743 -2.945 -3.574
H 3.362 -3.076 -4.208
H 2.850 -1.800 -3.379
H 2.156 -2.092 -4.849
N 0.496 -3.419 1.356
H 1.027 -2.563 1.426
H -0.253 -3.385 2.032
H 1.089 -4.199 1.603
H 0.135 -3.471 0.414
N 0.413 -0.018 -0.908
H -0.296 -0.664 -1.224
H 0.163 0.960 -0.896
H 1.227 -0.169 -1.487
H 0.867 -0.289 -0.047
C -2.186 -4.135 -2.977
F -2.670 -3.472 -4.059
F -3.173 -4.349 -2.066
F -1.811 -5.391 -3.351
S -0.754 -3.262 -2.132
O -1.145 -1.860 -1.828
O -0.469 -4.008 -0.854
O 0.293 -3.379 -3.146
O 1.796 -0.998 1.300
C 3.130 -1.169 0.817
C 3.484 -1.625 -0.683
O 2.925 -0.948 -1.850
H 3.526 -1.973 1.438
H 3.730 -0.302 1.092
H 3.376 -2.701 -0.818
H 4.558 -1.469 -0.790
C -3.311 5.420 0.571
C -2.220 4.346 0.612
O -1.221 4.681 -0.384
C -0.290 3.824 -0.651
O -0.083 2.649 -0.287
C 0.773 4.553 -1.579
F 1.993 4.604 -1.074
F 0.946 3.893 -2.658
F 0.499 5.825 -1.935
H -3.111 6.492 0.572
H -3.995 5.316 1.413
H -3.931 5.242 -0.307
H -2.776 3.425 0.435
H -1.664 4.343 1.550
Cl -3.144 0.665 0.658
C -2.246 -0.740 1.231
C -2.718 -1.253 2.591
Cl -1.867 -2.748 3.125
H -1.184 -0.505 1.301
H -2.329 -1.512 0.466
H -3.784 -1.483 2.582
H -2.552 -0.522 3.382
Cl 1.491 3.711 2.986
C 1.419 1.970 2.841
C 0.296 1.398 3.720
Cl -1.326 2.038 3.297
H 2.398 1.554 3.082
H 1.111 1.676 1.837
H 0.503 1.492 4.786
H 0.191 0.336 3.497

Record 8
A molecular structure, C11H29GdN3OP2. Source: the OMol25 dataset; level of theory: ωB97M-V with the def2-TZVPD basis set.

Values from the calculation:
* total charge: +1
* multiplicity: 8
* gap between HOMO and LUMO (spin up / spin down): 7.949 / 7.241 eV
* ⟨S²⟩: 16.053

Element x y z (Å)
Gd -0.576 -0.058 -0.828
H 1.743 -0.428 -2.681
H 1.645 -1.130 -2.423
P -0.861 2.463 -1.579
P -1.589 -2.344 -0.074
C -1.045 -2.771 1.617
H -1.466 -3.773 1.816
H 0.064 -2.769 1.672
H -1.444 -2.001 2.310
C -3.386 -2.574 -0.193
H -3.678 -2.344 -1.238
H -3.562 -3.626 0.097
H -3.850 -1.834 0.493
C -0.775 -3.536 -1.210
H 0.328 -3.459 -1.087
H -1.178 -4.528 -0.929
H -1.040 -3.254 -2.252
C -2.550 3.128 -1.783
H -2.441 4.152 -2.183
H -3.091 2.448 -2.471
H -3.037 3.092 -0.789
C 0.056 3.615 -0.487
H 1.120 3.297 -0.441
H -0.057 4.625 -0.925
H -0.360 3.548 0.541
C -0.049 2.541 -3.227
H -0.557 1.808 -3.892
H -0.156 3.585 -3.583
H 1.015 2.235 -3.113
H -1.982 -0.213 -2.161
H -2.174 0.577 0.354
C 4.110 -1.634 1.438
N 3.009 -0.697 1.663
C 2.971 0.151 2.739
C 1.925 0.981 2.964
C 0.854 0.959 2.051
N 0.927 0.174 0.952
C 1.964 -0.720 0.781
O 1.896 -1.536 -0.164
N -0.234 1.748 2.188
H 4.600 -1.440 0.482
H 3.756 -2.667 1.440
H 4.811 -1.481 2.249
H 3.852 0.060 3.375
H 1.867 1.650 3.814
H -0.274 2.317 3.047
H -1.098 1.663 1.631

Record 9
A molecular structure, C11H30N6O15Zn2. Source: the OMol25 dataset; level of theory: ωB97M-V with the def2-TZVPD basis set.

Values from the calculation:
* energy above the lowest of the compared OMol25 structures with the same formula, charge and spin: 0.000 eV
* gap between HOMO and LUMO: 7.887 eV

Element x y z (Å)
Zn 12.328 -18.234 21.505
Zn 12.516 -17.864 18.342
C 11.737 -16.147 20.125
O 11.099 -16.423 21.228
O 11.173 -16.412 18.991
O 12.915 -16.727 20.207
C 12.997 -19.881 19.660
O 11.857 -19.238 19.741
O 13.646 -19.681 20.768
O 13.591 -19.619 18.521
C 9.571 -19.217 22.729
O 10.776 -19.001 22.551
N 9.047 -19.120 23.984
N 8.686 -19.432 21.746
H 8.093 -18.806 24.082
H 9.625 -18.676 24.681
H 9.015 -19.553 20.800
H 7.751 -19.720 21.973
C 11.587 -15.136 24.937
O 12.700 -14.869 24.526
N 11.167 -14.817 26.203
N 10.638 -15.761 24.182
H 10.254 -15.075 26.526
H 11.705 -14.106 26.660
H 9.765 -15.996 24.621
H 10.750 -16.019 23.216
C 7.824 -14.425 22.217
O 6.827 -14.313 22.911
N 8.519 -13.332 21.750
N 8.365 -15.623 21.880
H 9.143 -13.528 20.983
H 7.962 -12.502 21.632
H 7.846 -16.474 22.000
H 9.293 -15.750 21.492
C 12.532 -13.719 17.204
C 11.679 -12.471 17.391
O 10.779 -12.612 18.478
O 11.815 -14.794 16.631
H 12.830 -14.010 18.223
H 13.422 -13.547 16.603
H 11.161 -12.273 16.452
H 12.334 -11.608 17.552
H 11.293 -12.510 19.285
H 11.133 -15.134 17.217
C 16.581 -15.458 21.181
C 17.140 -16.764 20.633
O 17.668 -16.430 19.353
O 15.553 -14.865 20.429
H 17.370 -14.758 21.443
H 16.106 -15.738 22.138
H 16.364 -17.536 20.608
H 17.972 -17.118 21.250
H 17.879 -17.191 18.808
H 14.814 -15.472 20.326
C 7.442 -17.177 18.919
C 7.566 -16.862 17.424
O 8.654 -15.993 17.180
O 8.648 -17.773 19.381
H 6.667 -17.944 18.973
H 7.223 -16.300 19.528
H 6.673 -16.340 17.076
H 7.599 -17.827 16.905
H 9.385 -16.284 17.736
H 9.364 -17.131 19.442

Calculated max |F| (eV/Å), listed in the same order as above: 4.90; 0.71; 3.39; 4.63; 3.94; 1.25; 6.33; 2.58; 8.37
Calculated E_tot (Eh), listed in the same order as above: -1441.2292; -16905.1216; -3452.2669; -1624.3197; -1791.3092; -1355.5940; -3965.5485; -2124.0894; -5453.0103